{
  "formula": "C31H62O10",
  "method": "ωB97M-V with the def2-TZVPD basis set",
  "lumo_energy_ev": 0.5,
  "smiles": "COC(=O)OC.C1CCOC1.C1CCOC1.C1CCOC1.C1CCOC1.C1CCOC1.C1CCOC1.C1CCOC1",
  "homo_ev": -9.3,
  "energy_ev": -53622.980,
  "e_above_lowest_ev": 0.000,
  "species": ["C", "O", "C", "O", "O", "C", "H", "H", "H", "H", "H", "H", "C", "C", "C", "O", "C", "H", "H", "H", "H", "H", "H", "H", "H", "C", "C", "C", "O", "C", "H", "H", "H", "H", "H", "H", "H", "H", "C", "C", "C", "O", "C", "H", "H", "H", "H", "H", "H", "H", "H", "C", "C", "C", "O", "C", "H", "H", "H", "H", "H", "H", "H", "H", "C", "C", "C", "O", "C", "H", "H", "H", "H", "H", "H", "H", "H", "C", "C", "C", "O", "C", "H", "H", "H", "H", "H", "H", "H", "H", "C", "C", "C", "O", "C", "H", "H", "H", "H", "H", "H", "H", "H"],
  "coordinates": [[-1.82463, 3.80502, 5.88962], [-2.52421, 5.04585, 5.58756], [-2.14243, 5.81563, 4.56603], [-2.58182, 6.88922, 4.31631], [-1.19773, 5.19034, 3.81237], [-0.54459, 6.10538, 2.90470], [-2.16265, 2.98445, 5.26069], [-2.01931, 3.60102, 6.95437], [-0.71998, 3.87418, 5.80770], [-0.32208, 7.09624, 3.34548], [-1.20050, 6.25592, 2.04262], [0.39644, 5.69343, 2.61347], [3.63777, 2.23296, 2.26654], [3.07594, 1.34936, 3.45919], [2.14393, 2.38433, 4.23778], [2.55312, 3.68281, 3.79112], [3.58577, 3.66641, 2.85275], [3.01794, 2.10969, 1.37479], [4.65717, 1.89193, 2.02891], [3.98117, 1.07260, 4.03326], [2.56074, 0.47428, 3.10065], [2.36372, 2.31241, 5.28211], [1.01975, 2.14127, 4.09188], [4.51666, 3.94744, 3.30961], [3.46203, 4.46882, 2.12001], [-0.55672, -1.25293, 3.26757], [-0.90886, -0.38997, 4.45687], [-0.99386, -1.37619, 5.65148], [-1.44074, -2.58028, 5.00359], [-0.87025, -2.65999, 3.74282], [0.47500, -1.08851, 3.03610], [-1.20369, -0.94176, 2.47752], [-1.87180, 0.10962, 4.30927], [-0.22542, 0.44531, 4.67706], [-1.72053, -1.15064, 6.43472], [-0.02944, -1.46863, 6.13239], [-1.55146, -3.22616, 3.07245], [0.08257, -3.21309, 3.73452], [1.44224, -0.85792, -3.62343], [1.83698, -1.94247, -4.67971], [3.26885, -2.28775, -4.29878], [3.82619, -0.98998, -4.07386], [2.86938, -0.24677, -3.32220], [0.97133, -1.28320, -2.74156], [0.81621, -0.07115, -4.01078], [1.80412, -1.57895, -5.67991], [1.09552, -2.74360, -4.61043], [3.84331, -2.90047, -5.01236], [3.22677, -2.82131, -3.33189], [2.92730, 0.81009, -3.60461], [3.05074, -0.26392, -2.22362], [-2.87502, -3.74339, -0.85695], [-2.83652, -2.20110, -0.57748], [-2.64245, -1.62183, -2.02663], [-1.96651, -2.57502, -2.80994], [-2.42142, -3.87253, -2.38075], [-3.85166, -4.19525, -0.64861], [-2.15318, -4.25918, -0.19064], [-1.97164, -1.85268, 0.00026], [-3.80691, -1.90282, -0.13541], [-2.10583, -0.66728, -2.00224], [-3.62686, -1.38304, -2.44371], [-1.61406, -4.58600, -2.46190], [-3.22880, -4.22543, -2.98948], [1.64010, -3.84514, 0.62157], [0.68115, -3.88228, -0.64054], [1.70268, -4.22926, -1.76297], [2.93480, -3.67215, -1.34281], [3.06129, -3.96704, 0.01986], [1.43419, -4.63050, 1.35510], [1.66638, -2.84136, 1.09386], [0.18303, -2.92815, -0.87511], [-0.12372, -4.64809, -0.57598], [1.45137, -3.76238, -2.71889], [1.79073, -5.31716, -1.89633], [3.77956, -3.27937, 0.45189], [3.38727, -5.03347, 0.08779], [-2.89215, 0.74332, -6.45717], [-3.62772, 1.24282, -5.18158], [-2.45394, 1.88627, -4.46867], [-1.35281, 1.05017, -4.63085], [-1.46907, 0.46747, -5.90507], [-2.98649, 1.63114, -7.12243], [-3.28533, -0.16264, -6.92027], [-4.05787, 0.44385, -4.54481], [-4.40143, 1.94721, -5.37390], [-2.55089, 2.04795, -3.38667], [-2.28033, 2.84489, -4.97478], [-1.21793, -0.57804, -5.89135], [-0.70224, 0.90842, -6.59289], [-0.32493, 2.28858, -0.43844], [0.49919, 1.25380, -1.22193], [0.55096, 0.03333, -0.27513], [0.63887, 0.63560, 0.98802], [-0.36222, 1.66012, 0.95724], [-1.32398, 2.32891, -0.75304], [0.12484, 3.29724, -0.39950], [1.49339, 1.67738, -1.44710], [0.11267, 0.97011, -2.17956], [1.39173, -0.67244, -0.40732], [-0.36556, -0.54270, -0.42671], [-0.17917, 2.38627, 1.76145], [-1.36146, 1.21248, 1.16572]]
}

{
  "formula": "C6H7N",
  "method": "ωB97M-V with the def2-TZVPD basis set",
  "lumo_energy_ev": [0.1, 0.1],
  "homo_ev": [-7.7, -7.7],
  "energy_ev": -7819.854,
  "e_above_lowest_ev": 5.793,
  "species": ["C", "C", "C", "C", "C", "C", "N", "H", "H", "H", "H", "H", "H", "H"],
  "coordinates": [[-2.54292, 0.37908, -0.33353], [-0.41229, 1.25867, -0.70189], [-3.49948, -0.16229, 0.38977], [1.51469, 0.57544, 0.84429], [1.62493, -0.40486, -0.24374], [1.01707, 1.02663, -0.50136], [-1.33576, 0.41568, -0.56162], [-3.44076, -1.06941, 0.97235], [-4.41171, 0.45156, 0.45298], [0.82648, 0.34300, 1.66034], [2.32705, 1.26922, 1.14283], [2.68980, -0.49428, -0.65400], [1.01276, -1.39866, -0.27724], [1.62218, 1.70593, -0.94075]]
}

{
  "formula": "C30H20N8O3Pt",
  "method": "ωB97M-V with the def2-TZVPD basis set",
  "charge": 2,
  "lumo_energy_ev": [-7.7, -7.7],
  "homo_ev": [-13.7, -13.7],
  "energy_ev": -52728.213,
  "e_above_lowest_ev": 0.056,
  "species": ["Pt", "C", "C", "C", "C", "C", "C", "N", "C", "C", "C", "C", "C", "C", "N", "N", "C", "C", "C", "C", "C", "N", "H", "H", "H", "H", "H", "H", "H", "H", "H", "H", "H", "H", "H", "O", "N", "O", "C", "C", "C", "C", "C", "C", "N", "C", "C", "N", "C", "C", "C", "C", "H", "H", "H", "H", "H", "H", "H", "O", "C", "N"],
  "coordinates": [[0.02548, -0.43339, 0.93463], [-3.30981, 2.81715, -1.85424], [-1.99740, 2.71555, -2.29888], [-0.99857, 2.31278, -1.42349], [-1.31472, 2.00227, -0.10770], [-2.62781, 2.10072, 0.34089], [-3.62124, 2.51623, -0.53334], [-0.27076, 1.52110, 0.75201], [-0.07226, 2.10141, 2.00034], [-0.43940, 3.41597, 2.31250], [-0.08288, 3.93837, 3.53500], [0.63081, 3.19892, 4.50527], [1.00280, 1.91489, 4.23564], [0.65160, 1.37274, 2.98272], [0.89967, 0.06552, 2.62775], [1.45119, -0.81019, 3.34241], [1.43888, -2.08852, 2.75438], [2.05672, -3.13555, 3.40952], [2.00569, -4.39734, 2.83311], [1.34986, -4.57000, 1.62322], [0.75638, -3.47663, 1.02168], [0.79664, -2.26035, 1.57273], [-4.08634, 3.14443, -2.53250], [-1.74947, 2.97383, -3.32002], [0.03649, 2.27175, -1.74491], [-2.86902, 1.84019, 1.36451], [-4.64124, 2.60339, -0.18348], [-0.97332, 4.01896, 1.59270], [-0.36780, 4.95801, 3.76030], [0.86587, 3.64585, 5.46019], [1.53014, 1.30771, 4.95776], [2.55308, -2.94778, 4.35043], [2.47039, -5.23888, 3.32872], [1.28116, -5.53957, 1.15169], [0.22332, -3.56821, 0.08435], [0.66761, -1.48676, -6.46337], [-0.11622, -1.00633, -5.68371], [-1.21629, -0.56257, -5.93960], [0.32211, -0.89996, -4.27235], [1.63621, -0.69031, -4.06175], [2.13217, -0.48406, -2.73349], [3.48083, -0.22327, -2.42659], [3.84730, -0.01577, -1.11922], [2.87329, -0.05264, -0.11867], [1.60194, -0.29610, -0.39447], [1.22527, -0.52688, -1.67829], [-0.15396, -0.81643, -1.91699], [-0.94972, -0.88911, -0.81899], [-2.24805, -1.09818, -0.94937], [-2.81382, -1.29086, -2.21190], [-2.02996, -1.24327, -3.33704], [-0.64646, -0.98518, -3.20948], [2.31235, -0.66168, -4.90598], [4.21678, -0.18583, -3.21992], [4.87292, 0.18749, -0.84715], [3.12528, 0.13587, 0.91714], [-2.82659, -1.11123, -0.03494], [-3.87613, -1.47400, -2.28582], [-2.46796, -1.38431, -4.31338], [-2.08373, -1.53897, 4.12429], [-1.83417, -1.08702, 3.08233], [-1.65516, -0.60399, 1.98276]]
}

{
  "formula": "C3H34NO15S",
  "method": "ωB97M-V with the def2-TZVPD basis set",
  "charge": -2,
  "lumo_energy_ev": [3.7, 4.6],
  "homo_ev": [2.4, -3.3],
  "spin_multiplicity": 2,
  "energy_ev": -46701.125,
  "species": ["O", "C", "C", "C", "S", "N", "H", "H", "H", "H", "H", "H", "H", "H", "O", "H", "H", "O", "H", "H", "O", "H", "H", "O", "H", "H", "O", "H", "H", "O", "H", "H", "O", "H", "H", "O", "H", "H", "O", "H", "H", "O", "H", "H", "O", "H", "H", "O", "H", "H", "O", "H", "H", "O"],
  "coordinates": [[1.63461, 0.11518, 1.22249], [0.57424, -0.71350, 1.22477], [-0.86825, -0.23039, 1.31183], [-1.22089, -0.66861, 2.74422], [0.30537, -1.67674, 2.93431], [-1.13202, 1.14985, 0.82753], [0.61988, -1.47797, 0.47580], [-1.48087, -0.88743, 0.64627], [-1.20818, 0.27721, 3.33531], [-2.11957, -1.24034, 2.90655], [-0.23718, 1.61732, 0.78524], [-1.68493, 1.73226, 1.44371], [-0.44957, -0.99326, -2.18983], [0.58035, -0.91965, -1.09634], [0.17952, -0.35921, -1.78132], [-0.15703, -3.44514, -1.26462], [0.86066, -2.55984, -1.98379], [0.17691, -3.22529, -2.14368], [-1.04728, 1.61602, -1.32507], [-0.71728, 1.15036, -2.60983], [-1.21185, 1.90341, -2.25577], [1.10539, 1.89167, 2.92731], [1.11178, 2.70011, 4.13320], [0.46614, 2.35809, 3.49470], [-0.95531, 3.92853, 2.98449], [0.20316, 3.68396, 2.22662], [-0.64236, 4.14696, 2.09772], [3.00852, 1.66041, 1.77120], [3.01474, 1.12081, 3.10077], [2.99017, 1.99912, 2.68286], [-3.82374, 1.31122, -1.10057], [-2.89614, 1.25594, 0.05322], [-3.77622, 0.91089, -0.20262], [2.43766, 0.59790, -0.08191], [4.03419, 0.24184, -0.45475], [3.26529, 0.78562, -0.63392], [-3.09961, 0.11850, -3.18242], [-2.77096, 1.42810, -2.64170], [-3.57850, 0.93182, -2.94849], [2.69043, -3.25717, -0.94649], [2.95125, -2.06109, -0.10878], [2.34188, -2.36352, -0.83411], [-4.44048, -1.75612, -1.02036], [-3.26664, -0.88478, -0.57976], [-3.48591, -1.78696, -0.88137], [-1.85325, -2.59762, -3.27070], [-2.86596, -1.88236, -2.40516], [-2.57642, -1.96075, -3.35393], [2.92145, -0.77039, 1.38390], [3.24681, -2.18400, 2.05216], [3.60030, -1.51487, 1.45527], [2.36700, 0.13322, -3.22151], [3.55375, 0.45289, -2.39007], [3.32495, 0.19775, -3.31257]]
}